9
Properties=species:S:1:pos:R:3 method="wB97M-V/def2-TZVPD" spin_multiplicity=4 homo_ev="-20.61 / -25.21" e_tot_ev=-21284.715 total_charge=+3 s_squared=3.75 relative_energy_kcal_mol=97.5 gap_ev="3.88 / 8.50"
C 1.26 -3.46 0.62
C 1.38 -2.12 0.69
H 0.42 -3.93 0.10
H 2.29 -1.61 1.02
H 2.10 -4.09 0.93
O 0.36 -1.13 -0.60
C 0.16 -1.05 0.62
O -0.86 -1.01 1.31
Pr -2.00 0.37 3.11